No. 1
The following is a DFT calculation (ωB97M-V with the def2-TZVPD basis set) of 15 unconnected molecules or ions with the total composition C4H39NO15S.

Values from the calculation:
Gap between HOMO and LUMO, eV: 9.404

The geometry in ORCA input format:
```
! wB97M-V def2-TZVPD RIJCOSX def2/J DEFGRID3
* xyz 0 1
S -4.565 -1.119 -0.392
O -1.475 3.172 1.470
O 0.180 -0.771 -4.293
O 0.831 3.482 2.793
O -1.546 3.255 -1.094
O 3.008 0.059 -2.029
O -1.822 0.898 3.190
O 3.256 2.253 -0.426
O -0.526 -4.398 -1.441
O 1.121 3.059 -1.971
O 0.783 1.357 4.390
O -2.261 -4.659 0.692
O 2.926 -2.444 -1.170
O 2.960 1.228 1.953
O -0.253 -2.944 2.091
O -0.355 1.908 -4.010
N 0.755 -1.299 0.489
C 0.793 -2.579 1.242
C -2.848 -0.633 -0.783
C -0.393 -1.170 -0.405
C -1.789 -1.314 0.182
H -0.986 -4.160 -2.243
H 0.263 2.365 -3.414
H 0.344 3.386 -1.481
H -1.825 3.817 2.079
H 2.347 0.202 -2.742
H -4.597 -0.842 0.922
H 3.060 1.153 0.964
H 3.457 1.482 -0.999
H 2.014 -2.384 -1.447
H -2.513 -1.144 -1.717
H 1.470 3.154 2.131
H -2.010 -2.361 0.243
H 0.781 -3.415 0.489
H 1.058 2.925 3.574
H -1.776 2.395 -1.444
H 2.948 -2.596 -0.227
H -1.520 -4.354 1.276
H -0.321 2.376 -4.854
H -0.283 -1.868 -1.256
H -0.296 -0.092 -0.834
H -2.790 0.449 -0.972
H 3.872 1.489 2.158
H 1.591 0.869 4.551
H -0.478 3.245 1.604
H -2.718 1.256 3.224
H -1.245 -4.496 -0.777
H 1.359 3.811 -2.545
H 2.568 2.615 -1.007
H -2.848 -3.907 0.671
H -1.803 -0.908 1.188
H -1.648 3.029 -0.115
H 1.771 -2.497 1.776
H -1.475 1.348 2.441
H 0.000 -1.095 -3.350
H -0.539 -2.221 2.649
H 0.833 -0.432 1.092
H 0.038 0.786 4.230
H 3.097 -0.916 -2.032
H 0.014 0.195 -4.282
*
```

These are the natural (NBO) partial charges, in e, on atoms 1 to 8: number 1, S, carries -0.039; number 2, O, carries -0.999; number 3, O, carries -0.978; number 4, O, carries -0.999; number 5, O, carries -0.986; number 6, O, carries -0.992; number 7, O, carries -0.969; number 8, O, carries -1.007

***

No. 2
The following is a DFT calculation (ωB97M-V with the def2-TZVPD basis set) of 2 unconnected molecules or ions with the total composition C5H13NS2.

Values from the calculation:
Gap between HOMO and LUMO (alpha / beta), eV: 6.680 / 7.076

The geometry in ORCA input format:
```
! wB97M-V def2-TZVPD RIJCOSX def2/J DEFGRID3
* xyz 1 2
S -1.175 1.882 -0.102
S 0.391 1.138 -1.460
N -3.010 -0.777 -0.480
C -2.719 -0.317 0.857
C 0.910 -0.343 -0.567
C 2.031 -0.203 0.481
C -1.472 0.532 1.005
C 3.299 0.426 -0.105
H 4.154 0.243 0.549
H -3.506 0.400 1.166
H 3.216 1.516 -0.220
H 1.533 0.463 1.219
H -1.444 1.052 1.972
H -3.085 -1.776 -0.581
H -0.967 0.286 -2.537
H 3.512 0.089 -1.130
H 1.258 -1.052 -1.328
H 2.118 -1.189 0.967
H -2.415 -0.414 -1.215
H -2.687 -1.120 1.599
H 0.059 -0.835 -0.092
*
```

These are the natural (NBO) partial charges, in e, on atoms 1 to 8: number 1, S, carries 0.211; number 2, S, carries 0.452; number 3, N, carries -0.817; number 4, C, carries -0.306; number 5, C, carries -0.567; number 6, C, carries -0.405; number 7, C, carries -0.275; number 8, C, carries -0.634

***

No. 3
The following is a DFT calculation (ωB97M-V with the def2-TZVPD basis set) of a gas-phase ion, C4H13N2S (charge +1).

Values from the calculation:
Gap between HOMO and LUMO, eV: 9.044
SMILES string: NC[C@H]([NH3+])CCS

The geometry in ORCA input format:
```
! wB97M-V def2-TZVPD RIJCOSX def2/J DEFGRID3
* xyz 1 1
S -2.425 0.242 -2.918
N 0.010 -1.211 1.030
N 2.062 0.263 1.841
C -0.373 0.067 -1.082
C -1.884 -0.054 -1.203
C 0.131 0.142 0.342
C 1.601 0.544 0.489
H -3.205 1.314 -2.731
H 2.907 -0.288 1.868
H -0.048 0.981 -1.581
H 0.277 -1.993 0.424
H 0.221 -0.668 -1.637
H -0.457 0.790 0.989
H 0.667 -1.119 1.832
H -0.923 -1.367 1.408
H 1.640 1.613 0.275
H 2.251 0.103 -0.278
H -2.243 -1.063 -0.991
H 2.158 1.076 2.427
H -2.365 0.626 -0.504
*
```

These are the natural (NBO) partial charges, in e, on atoms 1 to 8: number 1, S, carries -0.009; number 2, N, carries -0.706; number 3, N, carries -0.877; number 4, C, carries -0.453; number 5, C, carries -0.536; number 6, C, carries -0.037; number 7, C, carries -0.256; number 8, H, carries 0.146

***

No. 4
The following is a DFT calculation (ωB97M-V with the def2-TZVPD basis set) of 8 unconnected molecules or ions with the total composition F6H14O7P.

Values from the calculation:
Gap between HOMO and LUMO, eV: 10.877

The geometry in ORCA input format:
```
! wB97M-V def2-TZVPD RIJCOSX def2/J DEFGRID3
* xyz -1 1
P -0.032 -0.332 0.367
F -1.404 -1.098 0.973
F 0.147 -1.541 -0.664
F -1.091 0.462 -0.656
F 0.779 -1.260 1.427
F -0.011 0.844 1.508
F 1.280 0.480 -0.231
O -0.085 -3.834 2.848
O -1.084 0.850 -3.433
O 1.796 3.269 -0.055
O 2.961 -0.524 2.731
O 2.596 0.609 -2.318
O -2.494 -1.875 -2.148
O -3.075 2.147 0.824
H -2.327 1.746 0.381
H 2.268 -0.686 2.091
H 2.740 1.545 -2.182
H -3.497 2.678 0.148
H 0.075 -3.094 2.263
H -1.730 -1.918 -1.573
H -1.470 0.047 -3.085
H 1.997 0.354 -1.617
H -0.799 1.335 -2.658
H 2.567 0.076 3.365
H -3.243 -1.849 -1.551
H 2.125 3.660 0.754
H 1.393 2.446 0.223
H -0.382 -4.537 2.271
*
```

These are the natural (NBO) partial charges, in e, on atoms 1 to 8: number 1, P, carries 2.595; number 2, F, carries -0.597; number 3, F, carries -0.580; number 4, F, carries -0.597; number 5, F, carries -0.598; number 6, F, carries -0.582; number 7, F, carries -0.587; number 8, O, carries -0.949

***

No. 5
The following is a DFT calculation (ωB97M-V with the def2-TZVPD basis set) of a molecular structure, C22H18F3N6O4PtSSe.

Values from the calculation:
Gap between HOMO and LUMO, eV: 7.672

The geometry in ORCA input format:
```
! wB97M-V def2-TZVPD RIJCOSX def2/J DEFGRID3
* xyz 1 1
Pt -0.948 -0.701 0.633
Se -2.481 -3.120 1.768
S -4.094 -1.090 0.292
F -5.979 -0.514 -2.121
F -5.682 -2.645 -1.846
F -5.665 -1.795 -3.829
O -3.886 -2.667 0.760
O -1.192 -2.718 0.771
O -2.630 -4.684 1.935
O -2.471 -2.143 3.048
N 2.233 -0.205 1.027
N -1.857 -0.891 -1.181
N -0.105 -0.615 2.515
N 0.307 2.989 1.705
N 3.387 -1.854 1.989
N -0.595 1.270 0.674
C -3.184 -1.116 -1.242
C 5.591 -1.506 0.775
C -1.115 -0.940 -2.293
C -0.564 4.840 -1.388
C -0.677 2.364 -0.187
C 4.120 0.611 -0.437
C -1.223 2.503 -1.459
C -0.101 3.458 0.460
C -0.010 1.686 1.773
C 0.210 0.779 2.933
C 2.205 -1.185 1.886
C 3.530 -0.217 0.515
C -5.304 -1.584 -2.557
C -0.028 4.715 -0.123
C 6.160 -0.678 -0.171
C -3.804 -1.354 -2.465
C 4.264 -1.251 1.104
C 1.013 -1.563 2.705
C -1.671 -1.184 -3.531
C -1.156 3.751 -2.044
C 5.437 0.366 -0.769
C -3.036 -1.386 -3.621
H -1.040 -1.215 -4.407
H 0.642 -2.545 2.411
H -1.697 1.674 -1.965
H -0.535 5.801 -1.883
H -1.575 3.898 -3.030
H 6.152 -2.310 1.232
H 7.190 -0.837 -0.461
H 1.243 0.852 3.272
H 3.557 1.413 -0.897
H 3.572 -2.661 2.560
H -0.055 -0.768 -2.164
H -0.449 1.059 3.757
H 1.277 -1.602 3.767
H 0.766 3.522 2.424
H -3.508 -1.576 -4.574
H 0.419 5.557 0.388
H 5.928 0.988 -1.506
H -0.888 -0.976 3.074
*
```

These are the natural (NBO) partial charges, in e, on atoms 1 to 8: number 1, Pt, carries 0.879; number 2, Se, carries 2.741; number 3, S, carries 0.621; number 4, F, carries -0.307; number 5, F, carries -0.297; number 6, F, carries -0.310; number 7, O, carries -0.876; number 8, O, carries -1.019

***

No. 6
The following is a DFT calculation (ωB97M-V with the def2-TZVPD basis set) of a molecular structure, C19H43N2OP3SeSn.

Values from the calculation:
Gap between HOMO and LUMO (alpha / beta), eV: 5.169 / 4.641

The geometry in ORCA input format:
```
! wB97M-V def2-TZVPD RIJCOSX def2/J DEFGRID3
* xyz 4 1
Sn 0.136 -0.408 0.094
Se 1.286 0.692 -2.396
P -1.782 -0.883 1.961
P 1.460 -2.606 0.054
P -1.999 -0.838 -1.503
O 1.213 0.214 2.473
N 3.044 1.521 2.192
N 2.418 0.963 4.323
C 1.576 0.408 5.357
C -1.315 -0.374 3.642
C 0.394 -4.077 -0.031
C 1.371 2.316 -3.564
C -0.173 3.317 -0.057
C 1.973 2.032 -4.804
C 1.911 4.395 -5.400
C -3.190 0.541 -1.602
C 2.169 0.855 2.995
C 1.001 3.638 -3.258
C -2.183 -2.621 2.334
C 2.656 -2.839 -1.289
C -1.700 -1.213 -3.253
C -3.389 -0.041 1.826
C -1.011 2.985 0.950
C -3.065 -2.231 -1.016
C 2.246 3.064 -5.711
C 2.473 -2.910 1.527
C 1.247 4.667 -4.193
H 0.822 -0.213 4.879
H 3.183 -3.699 1.228
H -3.822 0.606 -0.710
H -3.825 0.364 -2.480
H 2.184 5.208 -6.089
H -2.655 1.490 -1.716
H -2.600 -3.129 1.458
H -3.226 1.026 1.634
H 2.146 -3.015 -2.249
H -3.675 -2.503 -1.885
H 0.314 1.356 -1.360
H -1.128 -2.143 -3.340
H 1.833 -3.256 2.350
H -2.090 2.975 0.739
H 0.938 5.691 -3.964
H -0.646 -1.112 4.092
H -2.919 -2.611 3.151
H 3.252 -3.721 -1.000
H -4.020 -0.470 1.043
H 2.267 1.004 -5.042
H 2.858 1.566 1.191
H 3.010 -1.996 1.824
H 2.141 -0.207 6.059
H 3.263 1.471 4.556
H -2.194 -0.247 4.286
H -2.460 -3.096 -0.730
H -0.591 3.382 -1.064
H -0.256 -4.150 0.853
H -0.766 0.569 3.589
H 2.738 2.814 -6.657
H 3.849 1.994 2.584
H -1.134 -0.397 -3.717
H 0.560 3.899 -2.297
H -3.734 -1.966 -0.193
H -0.688 2.744 1.974
H 0.882 3.622 0.074
H -1.258 -3.116 2.661
H -3.872 -0.186 2.801
H -0.224 -4.071 -0.939
H 3.301 -1.952 -1.376
H 1.066 1.187 5.940
H 1.081 -4.935 -0.058
H -2.673 -1.342 -3.755
*
```

These are the natural (NBO) partial charges, in e, on atoms 1 to 8: number 1, Sn, carries 0.950; number 2, Se, carries 0.221; number 3, P, carries 0.957; number 4, P, carries 0.972; number 5, P, carries 0.936; number 6, O, carries -0.775; number 7, N, carries -0.814; number 8, N, carries -0.567

***

No. 7
The following is a DFT calculation (ωB97M-V with the def2-TZVPD basis set) of a molecular structure, C12H28GdN6O6S.

Values from the calculation:
Gap between HOMO and LUMO (alpha / beta), eV: 4.920 / 6.920

The geometry in ORCA input format:
```
! wB97M-V def2-TZVPD RIJCOSX def2/J DEFGRID3
* xyz 1 8
Gd 0.121 0.018 -0.856
S 2.293 -0.883 0.711
O -2.206 1.568 -0.261
O -1.236 -0.656 2.123
O 2.213 0.774 -1.865
O -0.352 1.803 1.905
O -0.132 -0.632 -4.041
O -0.064 -2.818 -2.670
N 1.544 -2.322 2.852
N 1.518 1.773 -1.370
N -0.409 -2.208 -1.467
N 0.420 1.779 0.833
N 2.179 -0.134 3.278
N -0.956 -1.188 0.868
C 3.385 3.283 -0.816
C -1.957 -3.310 1.756
C -0.841 0.449 -3.376
C 1.806 -2.816 4.204
C 2.108 2.629 -0.480
C -0.896 -3.060 -0.551
C -1.276 -2.486 0.717
C 1.744 3.669 1.831
C 1.316 0.151 4.427
C 1.964 -1.130 2.392
C -1.029 -4.517 -0.829
C 1.413 2.712 0.747
H -1.483 0.024 -2.578
H 0.916 4.376 1.982
H 3.559 4.170 -0.204
H 2.633 4.245 1.554
H -1.247 -3.994 2.246
H -1.926 1.876 0.630
H -0.081 -2.060 -3.340
H 0.040 -0.427 -4.971
H 1.448 -3.024 2.122
H -0.128 1.203 -2.998
H 1.950 0.291 5.312
H -2.427 -2.685 2.519
H -0.899 -5.095 0.097
H -3.073 1.152 -0.119
H 0.616 -0.669 4.606
H -2.723 -3.940 1.284
H 2.627 0.679 2.861
H 4.216 2.580 -0.670
H -1.519 0.965 -4.069
H 2.305 -3.790 4.142
H -0.917 0.315 2.051
H 0.858 -2.949 4.740
H 2.447 -2.122 4.753
H -2.030 -4.749 -1.231
H -0.281 -4.829 -1.566
H 3.381 3.579 -1.872
H 1.954 3.156 2.779
H 0.750 1.074 4.246
*
```

These are the Mulliken partial charges, in e, on atoms 1 to 8: number 1, Gd, carries 0.391; number 2, S, carries -0.286; number 3, O, carries -0.548; number 4, O, carries -0.537; number 5, O, carries -0.512; number 6, O, carries -0.957; number 7, O, carries -0.502; number 8, O, carries -0.547

***

No. 8
The following is a DFT calculation (ωB97M-V with the def2-TZVPD basis set) of a molecular structure, C12H20MoN5O9S6Sb.

Values from the calculation:
Gap between HOMO and LUMO (alpha / beta), eV: 7.263 / 6.509

The geometry in ORCA input format:
```
! wB97M-V def2-TZVPD RIJCOSX def2/J DEFGRID3
* xyz 1 2
Sb 0.922 2.538 3.252
Mo -1.510 1.803 0.690
S -1.226 1.303 3.304
S -3.435 0.716 -0.623
S 0.481 0.167 3.619
S -4.349 2.076 0.630
S 2.976 -3.358 1.481
S 0.991 2.319 0.878
O -0.967 1.327 -2.349
O -4.150 3.355 0.000
O -3.306 1.871 1.732
O -2.498 -3.365 2.496
O -5.654 1.684 1.014
O -1.245 -4.604 1.236
O 2.820 -1.926 1.357
O -1.602 3.750 1.657
O 3.060 -3.914 2.798
N -1.654 -3.531 1.646
N -1.554 3.679 0.397
N -1.125 2.252 -1.346
N -0.879 -0.220 0.470
N -0.042 -2.239 0.188
C 0.059 -0.942 -0.169
C 0.740 -3.354 -0.360
C -1.613 -1.092 1.234
C 1.560 -4.159 0.656
C -1.117 -2.335 1.056
C -1.534 5.892 -0.692
C 4.422 -3.871 0.536
C -1.415 4.414 -0.646
C 4.528 -3.144 -0.794
C -1.200 3.490 -1.745
C 1.083 -0.421 -1.103
C -1.065 3.898 -3.163
H 0.031 -4.052 -0.800
H -0.613 6.354 -1.051
H 0.946 -0.824 -2.108
H -0.834 4.958 -3.231
H -2.349 6.174 -1.360
H 5.260 -3.644 1.195
H -2.006 3.712 -3.686
H 4.496 -2.067 -0.637
H 1.366 -2.947 -1.150
H -2.465 -0.816 1.832
H 0.945 -4.516 1.478
H 1.040 0.656 -1.149
H -1.830 0.881 -2.420
H 2.061 -0.707 -0.728
H 3.725 -3.426 -1.478
H 5.473 -3.390 -1.275
H 4.337 -4.953 0.430
H -0.295 3.307 -3.653
H -1.759 6.273 0.301
H 1.969 -5.035 0.151
*
```

These are the natural (NBO) partial charges, in e, on atoms 1 to 8: number 1, Sb, carries 1.109; number 2, Mo, carries 0.888; number 3, S, carries -0.053; number 4, S, carries -0.297; number 5, S, carries -0.243; number 6, S, carries 2.276; number 7, S, carries 2.165; number 8, S, carries -0.534

***

Number 1: DFT total energy -47819.307 eV, F_max 2.58 eV/A. Number 2: DFT total energy -28544.706 eV, F_max 4.47 eV/A. Number 3: DFT total energy -18168.017 eV, F_max 0.86 eV/A. Number 4: DFT total energy -40162.802 eV, F_max 2.60 eV/A. Number 5: DFT total energy -127811.704 eV, F_max 0.21 eV/A. Number 6: DFT total energy -124430.661 eV, F_max 3.28 eV/A. Number 7: DFT total energy -65779.996 eV, F_max 4.00 eV/A. Number 8: DFT total energy -112040.973 eV, F_max 2.96 eV/A.